Computed, not measured: a molecular structure, C15H12ClN2O4S2V in a non-equilibrium geometry, with ωB97M-V/def2-TZVPD.

XYZ file:
```
37
Properties=species:S:1:pos:R:3:mulliken_charge:R:1
V 0.44719 0.02881 0.07439 -0.09
O -5.99954 0.34423 1.03141 -0.48
C -4.73697 -0.13637 0.90287 0.40
O -4.42476 -1.14413 1.46335 -0.52
C -3.79987 0.61349 0.03534 -0.27
C -3.99809 1.63101 -0.87429 0.72
Cl -5.50654 2.29921 -1.35050 -0.31
N -2.80738 1.98211 -1.41112 0.45
N -1.83609 1.20572 -0.87209 -0.75
C -2.40605 0.39478 -0.01869 0.34
C -1.38631 -0.47307 0.66546 1.30
O -0.85870 -0.04183 1.75777 -0.69
O -0.87151 -1.44074 -0.04767 -0.69
C -2.41250 2.92848 -2.41590 0.91
C -1.14841 2.76310 -2.97612 -0.33
C -0.69804 3.64982 -3.93725 -0.66
C -1.49518 4.70550 -4.35747 -0.42
C -2.74548 4.87122 -3.78732 -0.71
C -3.20830 3.99501 -2.81399 -0.50
H -6.11733 1.14930 0.50879 0.27
H -0.51737 1.94599 -2.65599 0.31
H 0.29155 3.50363 -4.35072 0.40
H -1.14190 5.39516 -5.11335 0.38
H -3.37530 5.69976 -4.08648 0.34
H -4.16923 4.18295 -2.36888 0.28
C 4.95839 -1.02088 0.13013 -1.47
C 3.60728 -0.38950 -0.12611 0.66
S 2.32366 -0.80260 1.02026 -0.50
C 3.37310 0.44675 -1.14246 0.47
C 4.39944 0.85880 -2.16119 -1.26
S 1.75367 1.13007 -1.35841 -0.46
H 4.88528 -1.72746 0.95541 0.36
H 5.70803 -0.26882 0.39451 0.31
H 5.32292 -1.56095 -0.74764 0.31
H 5.39670 0.50235 -1.89787 0.35
H 4.43314 1.94861 -2.24799 0.29
H 4.14409 0.46663 -3.15083 0.24
```

Calculated values
Energy above the lowest of the compared OMol25 structures with the same formula, charge and spin, kcal/mol: 30.2
Total charge: -1
HOMO energy (alpha / beta), eV: -3.88 / -3.39
Multiplicity: 2
Frontier orbital gap (alpha / beta), hartree: 0.218 / 0.200

Computed, not measured: a molecular structure, C23H41I2N3O9P4RuS in a non-equilibrium geometry, with ωB97M-V/def2-TZVPD.

XYZ file:
```
84
Properties=species:S:1:pos:R:3:mulliken_charge:R:1
Ru 0.56885 0.04877 -1.11656 -0.20
C 1.76786 -1.61216 1.79175 -1.30
P 0.80203 -0.17386 1.23830 1.81
C -0.88859 -0.52713 1.82056 0.62
N -1.11250 -1.06365 2.98393 -0.63
C -2.34166 -1.13408 3.52775 0.15
C -2.59476 -1.67714 4.78593 -0.53
C -3.87596 -1.69156 5.30380 -0.63
C -4.93704 -1.15878 4.57649 -0.62
C -4.72865 -0.61719 3.32144 -0.61
C -3.45161 -0.58641 2.76692 0.07
N -3.17078 -0.09353 1.54773 -0.36
C -1.97842 -0.07646 1.02911 -0.54
P -1.65608 0.52215 -0.66956 2.01
C -2.01955 2.30457 -0.55111 -1.41
C -3.02764 -0.16845 -1.75716 1.78
C -2.81090 0.46249 -3.13239 -1.46
C -2.80874 -1.67711 -1.85352 -1.78
C -4.42903 0.14793 -1.24124 -1.77
C 1.43553 1.17274 2.39281 2.01
C 1.36289 0.78685 3.87398 -1.74
C 2.89632 1.40438 1.98816 -2.30
C 0.60298 2.43222 2.15262 -1.23
H 1.66933 -1.70826 2.87109 0.42
H 2.81311 -1.46993 1.52067 0.38
H 1.39457 -2.50839 1.31483 -0.06
H -1.75799 -2.06661 5.34958 0.47
H -4.04646 -2.11046 6.28571 0.43
H -5.93613 -1.16957 4.98937 0.42
H -5.55184 -0.21513 2.74649 0.49
H -2.96422 2.45284 -0.02665 0.49
H -2.07918 2.73192 -1.55022 0.53
H -1.22384 2.80374 -0.00218 0.26
H -1.78276 0.31927 -3.46609 -0.15
H -3.04615 1.52719 -3.15027 0.40
H -3.46106 -0.02803 -3.85971 0.51
H -1.82475 -1.87724 -2.27281 0.03
H -3.56346 -2.11628 -2.51046 0.62
H -2.87887 -2.15195 -0.87196 0.33
H -4.62343 1.22081 -1.21009 0.37
H -4.60530 -0.26809 -0.25105 0.36
H -5.15103 -0.30429 -1.92586 0.50
H 2.10281 0.03037 4.13364 0.42
H 0.37820 0.42493 4.15984 0.27
H 1.57779 1.67514 4.47137 0.49
H 3.55231 0.63145 2.39217 0.33
H 3.23407 2.37183 2.36050 0.52
H 3.01670 1.42057 0.90566 0.57
H -0.45389 2.26706 2.38456 0.30
H 0.69781 2.77399 1.12431 -0.23
H 0.96745 3.23798 2.79193 0.64
C 4.64903 3.03056 -3.07340 -1.80
C 4.03412 2.36984 -1.84834 1.18
O 4.99250 2.20101 -0.79215 -0.72
P 3.70283 0.58440 -2.16076 0.56
O 5.13289 -0.08539 -2.07932 -0.59
O 3.37337 0.31206 -3.68127 -0.55
O 2.76942 -0.04201 -1.16752 -0.57
P 2.65588 3.37237 -1.05971 1.35
O 2.31948 4.53994 -2.10376 -0.56
O 3.18244 3.89428 0.21292 -0.86
O 1.38230 2.50107 -0.99206 -0.58
H 5.48164 2.43048 -3.44217 0.42
H 5.02484 4.01755 -2.80425 0.47
H 3.91358 3.14114 -3.86861 0.27
H 4.83580 2.90175 -0.13559 0.46
H 5.64467 0.12720 -1.28365 0.38
H 3.91331 -0.40066 -4.06364 0.33
H 2.61166 5.40991 -1.79123 0.36
C -0.53000 -4.34853 -2.26281 -1.00
S 0.42564 -3.75854 -0.84180 0.44
C -0.34464 -4.86574 0.37185 -1.06
O -0.10214 -2.39333 -0.47441 -0.91
H -0.11864 -5.31630 -2.55069 0.52
H -0.39770 -3.64783 -3.08272 0.34
H -1.58211 -4.43551 -1.99912 0.33
H -0.21872 -5.89506 0.03815 0.48
H -1.39748 -4.60225 0.45781 0.29
H 0.15609 -4.72161 1.32726 0.36
O 2.25232 -2.40773 -3.61417 -0.64
C 1.39213 -1.71194 -3.19788 0.77
N 0.47519 -1.02370 -2.83553 -0.31
I 0.68617 2.15734 -3.06822 0.61
I -0.37420 1.74579 -5.61731 -0.22
```

Calculated values
Energy above the lowest of the compared OMol25 structures with the same formula, charge and spin, kcal/mol: 25.9
Total charge: +1
HOMO energy (alpha / beta), eV: -11.25 / -11.28
Multiplicity: 2
Frontier orbital gap (alpha / beta), hartree: 0.230 / 0.242

Computed, not measured: a molecular structure, C19H21AlBNO in a non-equilibrium geometry, with ωB97M-V/def2-TZVPD.

XYZ file:
```
44
Properties=species:S:1:pos:R:3:mulliken_charge:R:1
C -0.48144 2.84099 2.09456 -0.30
C 0.68308 3.04634 1.19177 -0.50
C 0.29416 2.54680 -0.09628 -0.63
H 1.46230 3.78917 1.35898 0.61
C -1.01588 2.05450 -0.00216 -0.13
C -1.51079 2.21762 1.30248 -1.05
H -2.53701 2.05928 1.61470 0.46
H -0.64326 3.38033 3.03577 0.57
H 0.85164 2.65833 -1.01535 0.44
H -1.59161 1.66512 -0.83676 0.42
C 2.36123 -1.14486 1.06886 -0.62
C 2.76576 -0.81098 2.38451 -0.89
C 1.59998 -0.57253 3.17677 -0.28
H 3.76833 -0.88562 2.76892 0.47
C 0.42507 -0.76581 2.27087 -0.17
C 0.95693 -1.12796 0.98265 -0.51
H 0.35129 -1.58465 0.18274 0.50
H 3.02452 -1.50815 0.29235 0.47
H 1.53757 -0.61131 4.26333 0.53
H -0.55396 -1.05145 2.65279 0.58
Al 0.90135 1.29465 2.32798 0.21
O -0.98362 -0.54475 -1.92229 -0.33
C 0.14023 -0.23657 -2.82831 -0.24
C -1.27333 -0.56676 -3.27408 0.07
H 0.46516 0.80167 -2.77948 0.12
H 0.90013 -1.00226 -2.98724 0.14
H -1.84934 0.28974 -3.65740 0.38
H -3.48793 -1.20783 -4.68262 0.31
C -2.88743 -2.09520 -4.44373 -0.55
C -1.63991 -1.88652 -3.80860 0.75
C -0.83179 -2.99876 -3.49029 -0.36
H 0.13702 -2.85788 -3.01724 0.13
C -1.28554 -4.28869 -3.77948 -0.62
H -0.67145 -5.14048 -3.48300 0.36
C -2.51364 -4.48611 -4.42460 -0.42
H -2.85889 -5.49479 -4.65437 0.36
C -3.31931 -3.38084 -4.75369 -0.46
H -4.28477 -3.52424 -5.24460 0.35
B 2.45523 3.84920 5.70881 0.09
C 1.89118 2.83287 4.72559 0.49
N 1.44220 2.08439 3.92891 -0.45
H 1.56421 4.21224 6.46341 -0.09
H 2.86103 4.79640 5.04618 -0.10
H 3.38132 3.35534 6.33866 -0.10
```

Calculated values
Energy above the lowest of the compared OMol25 structures with the same formula, charge and spin, kcal/mol: 0.0
HOMO energy, eV: -8.94
Frontier orbital gap, hartree: 0.324

Computed, not measured: 7 unconnected molecules or ions with the total composition C13H40N6O7 in a non-equilibrium geometry, with ωB97M-V/def2-TZVPD.

XYZ file:
```
66
Properties=species:S:1:pos:R:3:mulliken_charge:R:1
N -1.13283 -0.89476 1.38133 0.28
C -2.11183 -0.57576 2.19733 0.31
N -2.20783 -1.45176 3.09633 -0.32
O -2.76983 0.64824 2.13233 -0.73
H -0.88383 -0.21176 0.64433 -0.19
H -0.44683 -1.64676 1.36533 0.13
H -2.89883 -1.23376 3.82133 0.36
H -1.87283 -2.35376 3.01633 0.15
N 0.62517 0.95424 3.20233 -0.16
C 0.75717 0.87524 4.48933 0.41
N 0.02217 0.03124 5.03633 -0.24
O 1.89817 1.54024 5.08533 -0.73
H 1.31117 1.55324 2.65133 0.26
H -0.12883 0.44724 2.72633 0.16
H 0.14017 -0.12576 6.06733 0.25
H -0.70283 -0.52376 4.56533 0.24
N 2.03417 -1.85576 -1.72367 -0.42
C 2.19317 -1.58276 -0.41567 0.51
N 2.92417 -2.47876 0.13833 -0.32
O 1.56317 -0.64076 0.29433 -0.73
H 1.41017 -1.18276 -2.24367 0.51
H 2.60517 -2.44076 -2.25867 0.18
H 3.03817 -2.52676 1.11133 0.28
H 3.27917 -3.26076 -0.38367 0.16
C -0.05983 1.13324 -4.56167 -1.43
C -0.49683 -0.13176 -3.86867 2.00
C -0.29983 -1.32776 -4.83267 -1.63
O 0.14017 -0.43176 -2.85767 -0.43
H -0.15783 1.94824 -3.79667 0.30
H -0.62683 1.32324 -5.50967 0.35
H 0.97517 1.10824 -4.85867 0.34
H -1.56983 -0.07676 -3.59367 -0.69
H -0.82583 -1.16876 -5.77067 0.44
H -0.77083 -2.15376 -4.43667 0.45
H 0.76617 -1.58676 -4.93767 0.30
H -0.27283 0.00424 -2.12167 -0.08
C -5.38083 -0.70276 -1.35067 -1.31
C -3.89983 -0.34376 -1.06667 0.65
C -3.04883 -1.60576 -1.13367 -1.32
O -3.47783 0.47224 -1.94467 -0.67
H -5.52483 -0.29476 -2.36767 0.32
H -6.02083 -0.11576 -0.69067 0.36
H -5.65283 -1.73476 -1.35467 0.34
H -3.73683 -0.00976 -0.03967 0.15
H -3.30683 -2.15476 -1.97567 0.66
H -3.25783 -2.16176 -0.24167 0.39
H -1.97183 -1.42276 -1.15967 -0.01
H -3.53783 0.06624 -2.81867 0.31
C 4.75017 0.62524 1.42633 -1.35
C 3.64417 1.45824 2.06933 1.26
C 4.13617 2.80924 2.49533 -1.83
O 2.62217 1.72824 1.40533 -0.51
H 5.34617 0.22324 2.25333 0.39
H 5.50217 1.27324 0.90833 0.28
H 4.46317 -0.21976 0.83033 0.33
H 3.38817 0.95024 2.98533 -0.03
H 3.48917 3.41824 3.12933 0.38
H 4.44817 3.49324 1.68133 0.36
H 4.92117 2.68024 3.21033 0.47
H 2.35917 0.89324 0.99433 0.19
C -0.70583 2.05124 -0.12467 -0.80
O -1.04183 0.91524 -0.87367 -0.33
H -0.65183 2.85724 -0.83467 0.36
H 0.16317 1.75324 0.43633 0.08
H -1.47183 2.33524 0.50633 0.34
H -1.99083 1.06024 -1.20567 0.26
```

Calculated values
Energy above the lowest of the compared OMol25 structures with the same formula, charge and spin, kcal/mol: 132.7
SMILES string: NC(N)=O.NC(N)=O.NC(N)=O.CC(C)O.CC(C)O.CC(C)O.CO
HOMO energy, eV: -8.02
Frontier orbital gap, hartree: 0.299

Computed, not measured: C5H8P2 in the gas phase in a non-equilibrium geometry, with ωB97M-V/def2-TZVPD.

XYZ file:
```
15
Properties=species:S:1:pos:R:3:mulliken_charge:R:1
P -0.86911 -2.93182 -1.79914 -0.10
P -1.11721 -1.76439 0.01687 0.07
C 0.17355 -0.03221 0.18872 -0.04
C -0.59792 0.75486 1.11685 -0.24
C -0.41061 2.08703 1.01110 -0.59
C 0.57755 2.31559 -0.03941 -0.30
C 1.02491 1.16476 -0.54422 -0.70
H 0.32924 -2.23627 -1.99950 0.05
H -0.07651 -3.80235 -0.97376 0.07
H -0.24311 -2.26632 0.83904 0.03
H 1.04073 -0.51665 0.66511 0.22
H -1.26434 0.15952 1.76497 0.32
H -1.07827 2.88552 1.28140 0.35
H 0.79952 3.31655 -0.23427 0.46
H 1.71157 0.86618 -1.29375 0.41
```

Calculated values
Energy above the lowest of the compared OMol25 structures with the same formula, charge and spin, kcal/mol: 59.7
SMILES string: [PH2]#[PH]C1C=CC=C1
HOMO energy, eV: -8.47
Frontier orbital gap, hartree: 0.311